## A
ORCA calculation (wB97M-V/def2-TZVPD) on C4H4O4 in the gas phase.

Computed properties:
Gap between HOMO and LUMO (Ha): 0.347
E_HOMO (eV): -9.202

Element x y z (Å)
C -0.78127 -0.96884 0.84299
C 0.15290 -0.08383 0.06904
C 1.49611 -0.02330 -0.08274
C 0.71757 1.77102 -1.15072
H -2.64491 -1.12309 0.40072
H -0.23815 -1.66170 1.50133
H -1.37261 -0.44907 1.60359
H 2.27442 -0.82682 0.13514
O -1.66235 -1.44281 -0.10546
O 1.85118 1.07178 -0.75039
O 0.56601 2.78215 -1.72832
O -0.35890 0.95453 -0.73519

## B
ORCA calculation (wB97M-V/def2-TZVPD) on a 3-piece molecular cluster, C4H4O4 overall.

Computed properties:
Gap between HOMO and LUMO (Ha): 0.327
E_HOMO (eV): -8.350

Element x y z (Å)
C -2.26609 1.73311 -0.58838
C -0.19791 1.18899 1.04285
C -3.59298 -0.78177 0.25208
C 0.33590 -0.51371 -0.44257
O -2.64812 -1.42901 0.35511
O -2.64915 2.72757 -0.21526
O -4.58080 -0.19411 0.15815
O 0.60599 0.28129 0.75537
H 0.12295 1.54620 2.07373
H -0.68639 -0.48164 -0.44458
H 0.89344 -0.13616 -1.31287
H 0.83264 -1.54045 -0.06986

Pick A: it beats the second-best structure by 31.2 kcal/mol.